Entry 1:
Entry from the OMol25 dataset: a cluster of 8 separate species, C44H63IN11O in total at a distorted geometry (ωB97M-V/def2-TZVPD).

The total energy comes out at -73180.826 eV. The HOMO energy comes out at -9.4211 eV. The calculation puts the energy above the lowest of the compared OMol25 structures with the same formula, charge and spin at 0.0 kJ/mol. Its strongest force on any atom is 1.70 eV Å⁻¹.

```
! RIJCOSX wB97M-V def2-TZVPD def2/J DEFGRID3
* xyz 1 1
C -1.80645 1.85887 5.06079
C -3.11262 2.13844 4.32380
C -3.44173 1.16001 3.16752
C -2.23461 0.53153 2.55437
N -2.04758 -0.74229 2.81234
N -0.99360 -1.36425 2.29102
C -0.91819 -2.78345 2.66907
C -1.51653 -3.70689 1.61444
N -2.86343 -3.24043 1.27025
C -0.09712 -0.77296 1.49925
C 1.07836 -1.50195 0.92329
C 1.19096 -1.30309 -0.60224
O 1.09828 -0.20381 -1.09448
N 1.41220 -2.48583 -1.31495
C 2.72432 -3.05689 -0.84914
C 1.49535 -2.15472 -2.74908
C -0.26489 0.58104 1.24131
C -1.34021 1.25268 1.73998
C -1.54744 2.68384 1.38237
C -2.07925 2.77289 -0.05106
C -2.53443 4.18555 -0.40631
I -4.63715 4.43390 -0.14485
H -1.78760 2.46212 5.96683
H -0.92683 2.15765 4.48938
H -1.72526 0.81544 5.36287
H -3.91005 2.09810 5.06185
H -3.10526 3.15776 3.94067
H -3.99292 1.68894 2.38965
H -4.06777 0.36401 3.56117
H 0.11066 -3.03752 2.90968
H -1.49052 -2.87808 3.58564
H -1.59131 -4.68607 2.08163
H -0.85101 -3.79188 0.74999
H -3.42441 -4.02621 0.96559
H -2.82253 -2.61452 0.47245
H 1.97294 -1.05547 1.36578
H 1.11119 -2.55986 1.15122
H 2.58708 -4.01029 -0.34582
H 3.36372 -3.23127 -1.70895
H 3.27312 -2.37014 -0.20777
H 1.60873 -3.07365 -3.32057
H 0.60380 -1.65267 -3.11007
H 2.36714 -1.53669 -2.96480
H 0.45445 1.07977 0.61273
H -2.26043 3.17801 2.03983
H -0.60826 3.23193 1.45671
H -1.32507 2.45555 -0.77458
H -2.92123 2.08782 -0.16180
H -2.32251 4.39383 -1.44868
H -2.05457 4.93357 0.21581
N -2.74567 -4.27656 -2.39328
C -3.44841 -4.74392 -3.47231
C -2.62572 -4.68848 -4.56240
C -1.37630 -4.17066 -4.12556
C -1.47893 -3.92332 -2.78270
H -3.10593 -4.20541 -1.46318
H -4.46738 -5.07541 -3.37211
H -2.88649 -4.98872 -5.56274
H -0.50212 -4.00318 -4.73251
H -0.76152 -3.53893 -2.07739
N -6.27544 3.85473 5.23935
C -5.64678 4.85676 4.54689
C -5.56464 5.94647 5.37083
C -6.16092 5.58695 6.61051
C -6.59113 4.29316 6.49761
H -6.48363 2.94278 4.87897
H -5.32058 4.71360 3.52981
H -5.13042 6.89799 5.11331
H -6.26753 6.21113 7.48122
H -7.09548 3.65201 7.19964
N 5.89495 -3.32618 2.01175
C 6.61470 -4.45723 1.73201
C 7.25117 -4.26528 0.53535
C 6.90753 -2.96488 0.07528
C 6.07125 -2.41087 1.00636
H 5.33125 -3.19108 2.82954
H 6.61265 -5.29726 2.40518
H 7.89560 -4.97450 0.04247
H 7.24053 -2.49277 -0.83379
H 5.59439 -1.44549 1.04143
N -2.52949 2.49178 -3.75423
C -1.63252 1.46985 -3.92501
C -0.98230 1.68038 -5.11081
C -1.50476 2.87616 -5.67591
C -2.45634 3.35307 -4.81662
H -3.14591 2.58847 -2.96948
H -1.53664 0.68389 -3.19442
H -0.21885 1.04824 -5.53313
H -1.21552 3.33003 -6.60829
H -3.08487 4.22516 -4.87028
N 3.50131 -0.50216 -5.51722
C 4.86885 -0.46608 -5.57832
C 5.25390 -1.15182 -6.69822
C 4.07283 -1.61728 -7.33908
C 3.00800 -1.19935 -6.58807
H 2.94591 -0.07544 -4.79936
H 5.44684 0.04216 -4.82588
H 6.26855 -1.30216 -7.02558
H 4.01427 -2.19024 -8.24880
H 1.94859 -1.33588 -6.72443
N -7.08198 8.36138 0.60866
C -6.67579 7.29820 1.36963
C -7.02065 7.55723 2.67017
C -7.65904 8.82723 2.69252
C -7.68165 9.29607 1.40675
H -6.95715 8.44534 -0.38272
H -6.17838 6.45348 0.92278
H -6.83714 6.91251 3.51463
H -8.05578 9.33600 3.55456
H -8.07214 10.21025 0.99451
N 10.75021 -5.74436 0.92957
C 11.46956 -6.87508 0.65087
C 12.09946 -6.68530 -0.54929
C 11.74823 -5.38719 -1.01239
C 10.91643 -4.83294 -0.07744
H 10.18730 -5.60199 1.74716
H 11.47333 -7.71267 1.32666
H 12.74202 -7.39558 -1.04122
H 12.07112 -4.91675 -1.92561
H 10.43169 -3.87235 -0.04038
*
```

Entry 2:
Entry from the OMol25 dataset: a structure of composition C44H64Br57N7O5PS at a distorted geometry (ωB97M-V/def2-TZVPD).

The total energy comes out at -4079869.802 eV. The HOMO energy comes out at -10.9126 eV. Its strongest force on any atom is 2.07 eV Å⁻¹.

```
! RIJCOSX wB97M-V def2-TZVPD def2/J DEFGRID3
* xyz 1 1
C 4.10447 -0.91828 -0.51408
C 2.66229 -1.19546 -0.35203
O 2.18597 -2.13002 0.23058
O 1.85144 -0.27180 -0.94026
C 1.12110 0.56172 -0.02894
C -0.33506 0.47392 -0.41795
C -1.41429 0.85604 0.61692
C -0.86793 1.89075 1.57423
C -1.84323 2.61087 2.51219
C -1.37532 4.04224 2.81646
C -2.48968 5.07001 2.73429
N -2.07292 6.32487 3.35390
C -2.42135 6.53374 4.72937
N -1.59339 7.12782 5.46634
N -3.70007 6.09407 5.20240
C -2.57797 1.37902 -0.30596
O -2.37672 2.73882 -0.60045
C -4.00556 1.11119 0.11380
N -4.15444 -0.19599 0.84185
C -4.44943 0.14765 2.26675
C -4.44169 -0.98790 3.24237
C -4.85432 -2.28849 2.89826
C -4.84692 -3.32346 3.85864
C -4.41612 -3.08959 5.18978
C -4.39589 -4.20651 6.18820
C -4.01772 -1.78091 5.53297
C -4.04146 -0.73834 4.57849
C -2.94113 -0.87932 0.73594
N -2.85188 -1.86346 -0.13048
P -4.02314 -2.43392 -1.27471
O -5.43306 -2.53482 -0.62297
O -3.49703 -3.89985 -1.44080
S -3.91250 -1.35640 -2.84128
N -1.86367 -0.41035 1.39754
C -0.69936 -1.28699 1.71913
C -0.92486 -2.42919 2.70895
C -1.20335 -3.81485 2.14021
C -0.84746 -4.92496 3.12715
N -1.93685 -5.88083 3.32316
H 4.33379 -0.60120 -1.52234
H 4.65017 -1.82444 -0.28547
H 4.40911 -0.14596 0.18500
H 1.31713 0.22200 0.98182
H 1.46136 1.58458 -0.10882
H -0.51768 -0.51967 -0.81507
H -0.48188 1.15188 -1.25159
H -0.36503 2.63876 0.97570
H -0.14476 1.39313 2.21062
H -1.87649 2.07301 3.45385
H -2.84664 2.65407 2.10284
H -0.91118 4.11018 3.79461
H -0.62960 4.32904 2.08228
H -3.40700 4.65277 3.15663
H -2.70209 5.26496 1.68694
H -2.49461 7.08749 2.83793
H -2.00918 7.26505 6.38320
H -4.43337 6.31435 4.54055
H -3.72016 5.09376 5.34403
H -2.45115 0.85454 -1.25090
H -3.05445 3.27441 -0.19247
H -4.62972 1.09817 -0.77247
H -4.40026 1.88685 0.76046
H -5.43873 0.59641 2.24821
H -3.76131 0.90708 2.61996
H -5.19690 -2.49047 1.89938
H -5.17214 -4.30844 3.57712
H -3.94883 -5.08890 5.73769
H -3.80593 -3.94635 7.05851
H -5.40314 -4.45475 6.50953
H -3.68244 -1.57920 6.53892
H -3.72108 0.25321 4.86363
H -1.94675 -2.30751 -0.22525
H -5.61955 -3.39238 -0.21668
H -3.29220 -4.00835 -2.38047
H -0.22452 -1.70523 0.83324
H 0.00157 -0.60277 2.16875
H 0.03754 -2.53331 3.20226
H -1.65147 -2.14072 3.46235
H -0.55616 -3.93239 1.27047
H -2.22035 -3.95496 1.78758
H -0.54684 -4.49100 4.07175
H 0.02955 -5.44249 2.73679
H -2.46441 -6.01670 2.47573
H -1.62004 -6.77872 3.65421
C -5.92423 -7.22668 -2.21497
Br -5.97716 -9.01130 -1.53779
Br -6.29141 -5.95684 -0.81073
Br -4.24528 -6.85319 -3.06782
H -6.70668 -7.12591 -2.95253
C -1.16318 0.65997 -5.25091
Br -2.93426 1.37410 -5.07181
Br 0.06684 1.93344 -5.97761
Br -0.54334 -0.05608 -3.57748
H -1.22217 -0.17485 -5.93402
C 4.01733 3.83459 -1.43271
Br 3.45073 2.55141 -2.74770
Br 3.34961 5.58711 -1.83661
Br 3.50345 3.29227 0.34094
H 5.09765 3.88817 -1.44273
C 2.61519 5.60409 -6.35132
Br 2.36002 4.19131 -7.63278
Br 1.96718 7.27420 -7.03287
Br 1.82290 5.18232 -4.65446
H 3.67797 5.70325 -6.19322
C 4.58379 6.26413 3.15766
Br 5.07224 4.66887 4.11333
Br 5.74336 6.55377 1.65278
Br 2.75125 6.21483 2.60101
H 4.69569 7.09563 3.83665
C -1.90838 7.37040 -8.27900
Br -2.74744 8.19140 -9.79615
Br -3.09869 7.27719 -6.77422
Br -1.19073 5.64605 -8.71225
H -1.07820 7.99718 -7.98975
C -5.91313 -1.12195 -7.43480
Br -7.69984 -0.44515 -7.29448
Br -4.73619 0.15009 -8.26349
Br -5.26004 -1.69308 -5.71992
H -5.94492 -1.99698 -8.06973
C -3.61888 -4.56798 -8.77065
Br -2.79283 -2.83777 -8.66598
Br -3.82838 -5.36487 -7.03313
Br -5.29905 -4.45725 -9.68853
H -2.97213 -5.21465 -9.34371
C 8.70410 6.58796 -0.99958
Br 9.15867 5.04350 0.03951
Br 9.93284 6.85926 -2.44883
Br 6.88208 6.51767 -1.61813
H 8.78773 7.44291 -0.34507
C 2.33047 -6.25598 4.91225
Br 4.03547 -6.83996 4.24759
Br 1.91537 -7.07020 6.59843
Br 2.20817 -4.33858 5.00701
H 1.58828 -6.58280 4.19929
C 13.59099 5.68835 -1.55568
Br 13.45671 3.81787 -1.14227
Br 13.74778 6.75764 0.02887
Br 15.02436 6.03359 -2.78500
H 12.67576 5.97457 -2.04737
C -8.91159 -6.06449 -7.85953
Br -7.40928 -7.25396 -7.71863
Br -8.73019 -4.54170 -6.70357
Br -9.22652 -5.52717 -9.67586
H -9.78459 -6.60880 -7.53333
C -11.85119 -1.95717 -4.85654
Br -10.95741 -3.15162 -3.64178
Br -10.96525 -0.25781 -4.93660
Br -12.04265 -2.74005 -6.59502
H -12.84222 -1.78591 -4.46544
C 5.90750 -2.94094 7.35859
Br 5.79285 -4.53523 6.29776
Br 5.11024 -1.44487 6.44773
Br 5.13214 -3.19710 9.09471
H 6.95211 -2.70948 7.49953
C 10.98118 8.37182 -5.97362
Br 12.21108 6.90686 -6.15485
Br 11.59173 9.62492 -4.65303
Br 10.62619 9.22402 -7.65386
H 10.04884 7.96029 -5.61683
C -6.80510 -7.44467 4.51069
Br -6.65942 -6.74705 2.72021
Br -8.20343 -8.74557 4.63210
Br -5.12914 -8.14149 5.13243
H -7.06898 -6.61866 5.15424
C 0.21316 -9.61716 9.28769
Br -0.09978 -10.72387 7.75008
Br 2.07111 -9.16668 9.45004
Br -0.88992 -8.04353 9.26322
H -0.06017 -10.19037 10.16032
C 8.44437 0.82086 -0.36042
Br 7.29534 1.54725 -1.71720
Br 7.72724 1.12239 1.39670
Br 8.80846 -1.03497 -0.66807
H 9.38188 1.35320 -0.42265
C 18.62431 4.77208 -1.46126
Br 18.36579 2.91611 -1.04324
Br 18.81491 5.83256 0.12686
Br 20.09606 5.02875 -2.66633
H 17.73119 5.11139 -1.96381
*
```

Entry 3:
Entry from the OMol25 dataset: a structure of composition C44H65BrClFIN4O7RbSi2Te at a distorted geometry (ωB97M-V/def2-TZVPD).

The total energy comes out at -184068.650 eV. The HOMO energy comes out at -7.4362 eV. The calculation puts the energy above the lowest of the compared OMol25 structures with the same formula, charge and spin at 7.9 kJ/mol. Its strongest force on any atom is 1.20 eV Å⁻¹.

```
! RIJCOSX wB97M-V def2-TZVPD def2/J DEFGRID3
* xyz 0 1
Rb -0.02688 0.04833 -0.32634
C 5.69177 5.19752 -0.21808
C 4.42160 5.73563 0.42065
C 4.74754 6.63065 1.60682
C 3.47835 7.27133 2.13653
C 2.43675 6.22250 2.41874
C 1.42218 6.47391 3.31192
C 0.46177 5.50368 3.58182
F -0.51018 5.80326 4.46499
C 0.49047 4.27852 2.98790
C 1.51635 3.99644 2.07385
C 1.53162 2.69365 1.40958
O 0.62308 1.85845 1.57589
C 2.63968 2.44852 0.54116
C 3.52852 3.43709 0.29220
N 3.49997 4.66584 0.86928
C 2.49252 4.96184 1.78109
C 2.66180 1.09904 -0.15956
O 2.14554 1.07135 -1.29720
O 3.08195 0.12396 0.50440
H 6.36016 6.03833 -0.40079
H 5.51586 4.71347 -1.17693
H 6.20062 4.49640 0.44557
H 3.88261 6.33587 -0.32239
H 5.45943 7.39303 1.28960
H 5.22853 6.02850 2.38323
H 3.09375 7.97723 1.39353
H 3.67503 7.84499 3.04288
H 1.36486 7.42801 3.82107
H -0.25472 3.52726 3.21107
H 4.32469 3.27040 -0.41543
O -2.01030 1.36953 2.38441
H -1.14327 1.73655 2.13710
H -1.78095 0.46311 2.62351
O -2.70481 -1.32722 -2.75382
H -3.02658 -0.97850 -3.59240
H -2.98076 -2.25032 -2.74458
O 1.98830 -2.27202 -0.23511
H 2.46995 -1.44494 0.01163
H 2.66577 -2.82625 -0.63447
Br 1.54303 -3.95558 -5.95692
C 2.74877 -2.95281 -4.89675
C 4.10433 -3.20844 -5.05424
C 5.03062 -2.50822 -4.29982
C 4.60316 -1.54963 -3.39255
C 3.25074 -1.29025 -3.23478
C 2.31689 -1.99605 -3.98667
I 0.30018 -1.59166 -3.64661
H 4.42271 -3.95748 -5.76571
H 6.08540 -2.71480 -4.42580
H 5.31973 -0.99691 -2.79881
H 2.91267 -0.53919 -2.52913
C 3.02389 -4.19988 2.25824
C 3.29732 -4.23995 3.75986
C 4.41545 -5.27128 3.98622
C 3.85290 -2.87950 4.20356
C 2.04532 -4.61782 4.62082
O 2.51356 -4.78893 5.97569
C 1.33614 -5.95064 4.25580
C 0.13788 -6.06240 3.29228
C 0.43843 -6.08135 1.81602
C 0.02754 -5.05243 0.97940
C 0.35218 -5.04560 -0.36992
C 1.09484 -6.09035 -0.88741
Cl 1.54680 -6.06976 -2.56742
C 1.49011 -7.15117 -0.08543
C 1.15290 -7.13999 1.25795
C 1.05968 -3.46066 4.91024
N 0.23394 -2.86300 3.86638
C 0.51732 -1.91237 2.96561
N -0.58424 -1.49974 2.36863
C -1.54875 -2.24545 2.96739
N -1.10496 -3.07218 3.88298
H 3.89062 -3.76121 1.75784
H 2.16338 -3.59897 1.97887
H 2.87806 -5.19906 1.84925
H 5.23947 -5.04476 3.30782
H 4.09807 -6.29247 3.76792
H 4.81934 -5.23089 4.99963
H 4.83843 -2.73239 3.75901
H 3.95768 -2.82728 5.28794
H 3.23569 -2.04431 3.87121
H 3.05454 -5.58433 6.00559
H 0.96342 -6.30207 5.22093
H 2.09815 -6.67204 3.94714
H -0.60222 -5.29632 3.51121
H -0.33912 -7.01438 3.54316
H -0.53442 -4.22196 1.38920
H 0.06483 -4.21992 -1.00680
H 2.05592 -7.96793 -0.51243
H 1.46490 -7.96680 1.88718
H 1.62452 -2.66228 5.38667
H 0.35343 -3.83662 5.64701
H 1.50837 -1.53724 2.76701
H -2.59832 -2.16906 2.72908
C -3.91045 5.69110 1.07278
Si -3.46189 4.33601 -0.14031
C -1.59634 4.15784 -0.21830
C -4.13993 4.76320 -1.83371
C -4.19888 2.71788 0.45272
Te -3.61069 1.06383 -0.75806
C -4.41924 -0.41246 0.57161
Si -6.19792 -0.87308 0.19650
C -6.23200 -1.76324 -1.45204
C -7.29247 0.64269 0.11816
C -6.82511 -2.01844 1.54348
H -3.50828 6.65308 0.74595
H -3.51066 5.47999 2.06697
H -4.99395 5.79578 1.16277
H -1.11631 5.11225 -0.44850
H -1.29218 3.44139 -0.98572
H -1.20222 3.80332 0.73767
H -3.68334 5.67664 -2.22126
H -5.22012 4.92147 -1.79098
H -3.95142 3.96126 -2.55103
H -5.28946 2.75501 0.46166
H -3.83679 2.48964 1.45624
H -4.26601 0.00187 1.56999
H -3.77804 -1.29409 0.48032
H -5.87195 -1.10452 -2.24537
H -7.24367 -2.08426 -1.70884
H -5.59644 -2.65231 -1.43008
H -6.92697 1.35349 -0.62584
H -7.34699 1.15051 1.08359
H -8.30837 0.35570 -0.16392
H -6.20041 -2.91007 1.63401
H -7.84513 -2.34803 1.33240
H -6.83207 -1.51588 2.51330
*
```